[1]
Density functional theory data (wB97M-V/def2-TZVPD) for 6 unconnected molecules or ions with the total composition C4H20N8O6 in a non-equilibrium geometry.

Last column: Löwdin charge in e.
Element x y z (Å)
O: -0.6428 1.8296 7.6457  -0.054
H: -0.8750 2.6939 7.9854  0.026
H: -0.5899 1.9507 6.6977  0.028
O: 3.4783 -6.6510 2.0900  -0.054
H: 2.5636 -6.6983 1.8118  0.027
H: 3.9334 -6.2476 1.3509  0.027
C: 0.2489 -0.5415 1.9659  -0.802
O: -0.3106 0.3522 2.5969  0.021
N: -0.2506 -1.2500 1.0164  0.154
N: 1.4958 -0.8735 2.0540  0.150
H: -1.2416 -1.0951 0.8977  0.124
H: 0.2004 -2.1146 0.7533  0.117
H: 1.9792 -1.3469 1.3042  0.115
H: 2.0551 -0.4139 2.7583  0.121
C: -1.9602 6.4552 0.2485  -0.843
O: -2.7180 6.8407 -0.6412  0.014
N: -1.4553 5.3051 0.3210  0.177
N: -1.6686 7.1969 1.2504  0.159
H: -0.9976 4.9601 1.1526  0.122
H: -1.6033 4.6574 -0.4397  0.130
H: -1.4157 6.8619 2.1690  0.118
H: -1.9960 8.1341 1.0642  0.124
C: 4.9436 -2.4761 -3.2168  -0.744
O: 4.3481 -2.7553 -2.1340  -0.017
N: 4.5103 -1.7768 -4.2127  0.149
N: 6.1604 -2.7867 -3.5424  0.137
H: 5.0303 -1.8354 -5.0766  0.112
H: 3.5410 -1.5160 -4.3245  0.123
H: 6.7952 -2.3225 -4.1762  0.120
H: 6.5405 -3.5060 -2.9439  0.120
C: -5.2005 -1.3315 -1.5027  -0.755
O: -5.7511 -1.1452 -0.4083  0.013
N: -4.6906 -2.4251 -2.0087  0.151
N: -5.1745 -0.4085 -2.4291  0.142
H: -4.2653 -2.3748 -2.9234  0.106
H: -4.7766 -3.2828 -1.4822  0.121
H: -5.4760 0.5516 -2.3428  0.122
H: -4.7645 -0.6140 -3.3289  0.099

Values from the calculation:
- HOMO level (eV) = -9.41
- energy (Eh) = -1053.9381
- energy relative to the best compared isomer or geometry (same formula, charge and spin) (kcal/mol) = 92.3
- SMILES = NC(N)=O.NC(N)=O.NC(N)=O.NC(N)=O.O.O
- frontier orbital gap (eV) = 9.63
- multiplicity = 1



[2]
Density functional theory data (wB97M-V/def2-TZVPD) for 6 unconnected molecules or ions with the total composition C4H20NO6 in a non-equilibrium geometry.

Last column: Löwdin charge in e.
Element x y z (Å)
C: 0.4123 -0.6688 -1.1621  -0.404
O: 0.4226 -1.5167 -0.1737  -0.261
C: 0.4158 0.8589 -0.8031  -0.320
C: 1.5006 1.0038 0.4143  -0.212
C: 2.9439 0.8900 0.0059  -0.129
N: -0.9232 1.0953 -0.2821  0.068
H: -0.3399 -0.6448 -1.8536  0.068
H: 1.4151 -0.7034 -1.6828  0.108
H: 0.7332 1.5328 -1.6509  0.127
H: 1.3451 0.1544 1.2795  0.131
H: 1.3528 1.8882 0.9512  0.060
H: 3.1145 0.4079 -0.8866  0.025
H: 3.4002 1.9363 -0.2016  0.085
H: 3.5212 0.5925 0.9125  0.079
H: -0.9459 1.7329 0.3968  0.012
H: -1.5148 0.4169 0.0218  0.042
H: -2.1806 0.5604 -2.4791  -0.042
H: -3.4542 0.5270 -1.8483  -0.020
O: -3.0678 0.5019 -2.6657  0.005
H: -1.9814 -0.8225 2.8398  -0.039
H: -0.6151 -0.7177 3.0227  0.016
O: -1.5212 -0.3701 3.5151  -0.183
H: -0.2005 3.4018 -1.3551  0.008
H: 1.0902 3.9624 -0.8803  -0.013
O: 0.5555 3.9045 -1.6150  -0.018
H: 0.5940 -2.2610 2.8909  -0.003
H: 0.6635 -1.4567 1.3814  0.054
O: 0.2855 -1.6415 2.3331  -0.058
H: -0.3665 -2.7897 0.0600  0.016
H: 0.2433 -4.3266 -0.0111  -0.024
O: -0.5556 -3.8232 -0.1016  -0.175

Values from the calculation:
- HOMO level (eV) = -4.77
- energy (Eh) = -670.5336
- energy relative to the best compared isomer or geometry (same formula, charge and spin) (kcal/mol) = 70.7
- charge = -1
- frontier orbital gap (eV) = 8.03
- multiplicity = 1



[3]
Density functional theory data (wB97M-V/def2-TZVPD) for 6 unconnected molecules or ions with the total composition C4H20NO8 in a non-equilibrium geometry.

Last column: Löwdin charge in e.
Element x y z (Å)
C: 0.8603 -0.4634 0.3892  -0.227
O: 1.4404 -1.4514 1.2451  -0.120
C: -0.6601 -0.5585 0.6271  -0.263
C: -1.4060 0.5170 -0.1602  -0.027
C: -2.6595 -0.2218 -0.8798  -0.491
O: -3.6786 0.4703 -0.4207  0.125
O: -2.8005 -1.0933 -1.6716  0.131
N: -0.9827 -0.2223 2.0603  0.219
H: 1.3874 0.4681 0.8406  0.133
H: 1.2615 -0.6817 -0.6197  0.123
H: 1.3584 -2.3705 0.8050  0.095
H: -0.8410 -1.7123 0.4254  0.181
H: -0.6930 1.1122 -0.8391  0.125
H: -1.9690 1.3705 0.3886  0.156
H: -4.5113 0.3097 -0.8299  0.125
H: -0.6111 0.6629 2.2928  0.080
H: -0.5384 -0.9447 2.6691  0.184
H: -1.9774 -0.2782 2.3318  0.187
H: 0.1746 -1.4223 -3.1644  0.050
H: -0.9942 -1.7470 -2.1652  0.039
O: -0.0316 -1.6303 -2.2770  -0.032
H: 0.6582 2.4059 1.3149  -0.039
H: 1.1909 2.2690 2.7845  0.085
O: 0.4189 2.2231 2.1988  -0.036
H: 3.8027 1.1781 -0.9822  0.085
H: 3.7671 2.6754 -1.1115  0.045
O: 3.3063 1.9063 -1.4399  -0.055
H: 1.3231 3.4188 -0.5353  0.106
H: 1.2444 2.0778 -1.0827  0.073
O: 0.6766 2.6446 -0.4483  -0.123
H: 0.2415 -3.3954 -1.3445  0.050
H: 0.8579 -4.1137 -0.0079  0.052
O: 0.3843 -3.4028 -0.3933  -0.037

Values from the calculation:
- HOMO level (eV) = -13.62
- energy (Eh) = -820.8304
- energy relative to the best compared isomer or geometry (same formula, charge and spin) (kcal/mol) = 33.5
- charge = +1
- frontier orbital gap (eV) = 10.97
- multiplicity = 1



[4]
Density functional theory data (wB97M-V/def2-TZVPD) for a molecular structure, C4H20O8Sr.

Last column: Löwdin charge in e.
Element x y z (Å)
Sr: 0.2903 0.1878 -0.3199  1.665
O: 2.4253 -1.1465 0.2845  -0.101
H: 2.3510 -2.0879 0.4771  0.075
H: 3.3561 -1.0254 0.0653  0.086
O: 0.3107 -0.3912 -2.7365  -0.127
H: 0.2716 0.1054 -3.5608  0.084
H: 0.7456 -1.2197 -2.9731  0.083
O: -0.6844 2.3577 -1.1192  -0.118
H: -0.4069 3.2650 -0.9457  0.089
H: -1.3684 2.4287 -1.7938  0.079
O: 2.1258 1.8691 -1.6860  -0.082
H: 1.8679 2.3749 -2.4635  0.066
H: 3.0741 1.7403 -1.7974  0.073
C: -2.5703 -1.4551 -1.0003  -0.195
C: -1.7611 -2.6233 -0.4532  -0.194
O: -0.3512 -2.4081 -0.3070  -0.144
O: -2.2732 -0.1709 -0.4203  -0.158
H: -3.5759 -1.7524 -0.6963  0.143
H: -2.4866 -1.4237 -2.0864  0.129
H: -1.9369 -3.4426 -1.1540  0.142
H: -2.1623 -2.9343 0.5162  0.138
H: 0.0107 -3.2112 0.0800  0.111
H: -3.0240 0.3697 -0.6895  0.116
C: 1.3460 1.0761 2.5637  -0.207
C: -0.1218 1.1872 2.8543  -0.193
O: -0.8373 0.2233 2.0499  -0.151
O: 1.7085 1.5903 1.2566  -0.177
H: 1.5519 -0.0044 2.5786  0.123
H: 1.9227 1.5459 3.3548  0.144
H: -0.5503 2.1813 2.7116  0.141
H: -0.1459 0.9731 3.9295  0.144
H: -1.7682 0.1885 2.2938  0.111
H: 2.6668 1.6325 1.1873  0.104

Values from the calculation:
- HOMO level (eV) = -17.33
- energy (Eh) = -796.6394
- energy relative to the best compared isomer or geometry (same formula, charge and spin) (kcal/mol) = 0.0
- charge = +2
- frontier orbital gap (eV) = 11.39
- multiplicity = 1



[5]
Density functional theory data (wB97M-V/def2-TZVPD) for 5 unconnected molecules or ions with the total composition C4H21N2O4S2 in a non-equilibrium geometry.

Last column: Löwdin charge in e.
Element x y z (Å)
S: 3.0647 -1.1453 -0.0419  0.362
S: 2.2125 0.4724 0.8570  0.474
C: 0.4781 0.0461 1.2100  -0.477
C: -0.3095 1.3501 0.9388  -0.317
C: -1.6338 1.3643 1.7910  -0.183
N: -2.8305 1.1934 1.0046  -0.115
C: -3.7996 0.2474 1.5730  -0.101
N: -0.7223 1.3184 -0.5315  0.202
H: 3.7591 -1.6529 0.9846  -0.178
H: 0.0432 -0.6966 0.5502  0.047
H: 0.2997 -0.2663 2.2448  0.092
H: 0.2144 2.2802 1.1111  0.129
H: -1.5818 2.3028 2.3590  0.126
H: -1.5773 0.6663 2.6138  0.113
H: -3.2805 2.0825 0.8599  0.112
H: -4.5444 -0.0025 0.8109  0.082
H: -3.2639 -0.6782 1.7584  0.072
H: -4.4092 0.5859 2.4177  0.085
H: -1.0636 0.3685 -0.6465  0.105
H: 0.1046 1.4659 -1.1404  0.102
H: -1.3957 2.0578 -0.7174  0.157
H: 1.3030 -3.8022 -1.5469  0.047
H: 1.2250 -4.1667 -0.0716  0.046
O: 0.8949 -3.5298 -0.7147  -0.092
H: -1.4825 -2.7908 0.0192  0.055
H: -1.8107 -1.9239 -1.1820  0.050
O: -1.5718 -1.8695 -0.2502  -0.049
H: 1.7878 0.9500 -2.0449  0.027
H: 2.4565 2.2570 -1.5674  0.055
O: 1.6980 1.9106 -2.0532  -0.070
H: -1.8766 -0.2721 -3.3354  0.037
H: -2.6081 0.9370 -3.8974  0.060
O: -2.3179 0.5396 -3.0600  -0.056

Values from the calculation:
- HOMO level (eV) = -12.28
- energy (Eh) = -1371.6048
- energy relative to the best compared isomer or geometry (same formula, charge and spin) (kcal/mol) = 27.8
- charge = +1
- frontier orbital gap (eV) = 9.58
- multiplicity = 1



[6]
Density functional theory data (wB97M-V/def2-TZVPD) for 6 unconnected molecules or ions with the total composition C4H21N2O6 in a non-equilibrium geometry.

Last column: Löwdin charge in e.
Element x y z (Å)
N: -1.4767 0.3574 0.6530  0.188
C: -0.2626 0.9269 1.3301  -0.267
C: 0.6859 -0.1829 1.8351  -0.091
C: 0.5673 -1.6099 1.4062  -0.218
O: -0.4480 -2.1361 1.0130  0.042
C: 0.3380 2.0594 0.4807  -0.252
N: -0.7181 2.9743 0.1410  0.025
H: -1.7724 -0.5105 1.1209  0.101
H: -1.3285 0.0834 -0.3580  0.113
H: -2.1630 1.1006 0.7555  0.148
H: -0.5935 1.5120 2.2002  0.152
H: 1.6832 0.2351 1.5099  0.132
H: 0.9861 -0.0846 2.8875  0.138
H: 1.4108 -2.2588 1.6986  0.138
H: 1.1301 2.5882 1.0790  0.143
H: 1.0341 1.7437 -0.3049  0.101
H: -1.2376 2.7344 -0.6907  0.084
H: -0.5870 3.9602 0.2823  0.086
H: -2.0198 -3.5459 -2.1879  0.055
H: -0.9478 -2.9575 -1.2359  0.022
O: -1.2611 -2.9594 -2.1527  -0.045
H: -3.5739 -2.2248 1.0270  0.050
H: -4.2420 -1.3902 2.1503  0.066
O: -3.6933 -1.3313 1.3552  -0.042
H: 2.1134 -1.4441 -1.2974  0.091
H: 2.7231 -0.0885 -1.7143  0.032
O: 1.9508 -0.4821 -1.2495  -0.065
H: 3.9457 1.9269 -2.4093  0.070
H: 4.5893 1.2886 -1.2581  0.072
O: 4.0831 1.0413 -2.0474  -0.037
H: -0.7634 -0.9881 -2.3912  0.033
H: 0.4170 -0.1366 -1.7619  0.012
O: -0.5689 -0.2010 -1.8662  -0.078

Values from the calculation:
- HOMO level (eV) = -12.90
- energy (Eh) = -725.7340
- energy relative to the best compared isomer or geometry (same formula, charge and spin) (kcal/mol) = 15.8
- charge = +1
- frontier orbital gap (eV) = 10.38
- multiplicity = 1